No. 1
DFT (wB97M-V/def2-TZVPD) results for a cluster of 9 separate species, H18O9 in total in a non-equilibrium geometry.

The HOMO-LUMO gap comes out at 10.83 eV. The lowest unoccupied orbital energy comes out at 0.068 eV. The HOMO energy is -0.39538 Ha. The energy above the lowest of the compared OMol25 structures with the same formula, charge and spin comes out at 2.573 eV.

Cartesian coordinates (Å):
O -3.15 0.67 -0.01
H -2.58 1.27 -0.49
H -2.86 0.87 0.97
O -1.13 2.13 -1.11
H -0.87 1.39 -1.77
H -0.79 3.05 -1.40
O -1.40 -0.13 1.84
H -1.02 -0.78 1.27
H -1.64 -0.73 2.58
O -1.93 -2.00 -0.56
H -2.29 -1.09 -0.47
H -2.25 -2.25 -1.49
O 0.56 -1.95 0.88
H 1.44 -2.07 0.57
H -0.03 -2.24 0.03
O 0.23 -0.28 -1.25
H -0.37 -1.04 -1.38
H 0.50 -0.16 -0.27
O 3.08 -1.39 -0.59
H 3.54 -0.69 -0.19
H 2.76 -1.12 -1.47
O 0.80 1.49 1.14
H 0.05 1.71 0.62
H 0.67 0.57 1.54
O 3.29 1.36 0.32
H 2.36 1.15 0.74
H 3.01 2.24 -0.06

No. 2
DFT (wB97M-V/def2-TZVPD) results for the molecule H5NOSSi in a non-equilibrium geometry.

The HOMO-LUMO gap comes out at 9.99 eV. The lowest unoccupied orbital energy comes out at 0.624 eV. The HOMO energy is -0.34430 Ha. The energy above the lowest of the compared OMol25 structures with the same formula, charge and spin comes out at 0.932 eV.

Cartesian coordinates (Å):
N -0.66 1.08 -0.35
Si 0.00 -0.51 0.53
O -0.28 -2.00 -0.08
S 1.92 -0.01 -0.25
H -1.69 1.17 -0.40
H -0.21 1.77 0.19
H -0.45 -0.60 1.88
H -0.33 -2.10 -1.04
H 1.71 1.20 -0.48

No. 3
DFT (wB97M-V/def2-TZVPD) results for a cluster of 2 separate species, C10H15ClNO8P in total in a non-equilibrium geometry.

The HOMO-LUMO gap comes out at 9.78 eV. The lowest unoccupied orbital energy comes out at -0.179 eV. The HOMO energy is -0.36599 Ha.

Cartesian coordinates (Å):
O -0.14 -0.91 3.08
C 0.46 -0.40 1.98
Cl 2.21 0.30 1.98
C -0.46 -0.46 0.58
C -1.49 0.81 0.45
C -1.28 2.00 1.55
N -2.45 2.99 1.38
C -3.64 2.05 1.13
O -4.87 2.49 1.39
C -3.11 0.58 0.55
P -3.84 -0.68 1.78
O -3.37 -0.26 3.25
O -3.42 -2.34 1.37
O -5.61 -0.63 1.75
H 0.33 -0.34 -0.30
H -0.95 -1.52 0.44
H -1.35 1.13 -0.67
H -1.48 1.59 2.62
H -0.34 2.68 1.34
H -2.42 3.41 2.36
H -3.69 0.42 -0.47
H -2.50 -2.51 1.74
H -5.91 0.10 1.12
C 4.74 -2.10 -1.84
C 3.67 -1.27 -2.51
C 4.16 0.04 -3.05
O 2.99 0.83 -3.04
C 2.20 0.34 -2.04
O 1.19 0.88 -1.62
O 2.69 -0.85 -1.57
H 4.29 -2.91 -1.25
H 5.41 -2.54 -2.59
H 5.34 -1.50 -1.15
H 3.16 -1.86 -3.28
H 4.56 -0.05 -4.06
H 4.91 0.52 -2.41

No. 4
DFT (wB97M-V/def2-TZVPD) results for a structure of composition H4P2S in a non-equilibrium geometry.

The HOMO-LUMO gap comes out at 7.50 eV. The lowest unoccupied orbital energy comes out at 0.272 eV. The HOMO energy is -0.26554 Ha. The energy above the lowest of the compared OMol25 structures with the same formula, charge and spin comes out at 2.059 eV.

Cartesian coordinates (Å):
P -0.34 -0.71 -0.33
P 0.08 1.18 -0.82
S 0.92 1.25 1.05
H -0.84 -1.58 0.59
H 0.87 -1.35 -0.39
H -1.14 -1.28 -1.16
H 0.45 2.49 1.07

No. 5
DFT (wB97M-V/def2-TZVPD) results for a cluster of 2 separate species, C3H9OPS in total in a non-equilibrium geometry.

The HOMO-LUMO gap (spin up / spin down) comes out at 6.91 / 6.91 eV. The lowest unoccupied orbital energy (spin up / spin down) comes out at -0.815 / -0.813 eV. The HOMO energy (spin up / spin down) is -0.28378 / -0.28383 Ha. The energy above the lowest of the compared OMol25 structures with the same formula, charge and spin comes out at 6.540 eV.

Cartesian coordinates (Å):
C -2.18 -0.80 0.25
C 2.87 -0.16 -0.28
C -1.38 0.39 0.74
O 0.71 1.90 0.07
P 1.31 -1.20 0.04
S 0.16 0.58 -0.24
H -1.73 -1.81 0.46
H -3.27 -0.85 0.39
H -2.24 -0.86 -0.92
H 3.26 0.08 0.64
H 3.53 -0.80 -0.97
H 2.59 0.71 -0.83
H -1.19 0.36 1.74
H -1.75 1.42 0.75
H -0.69 1.06 -1.85

No. 6
DFT (wB97M-V/def2-TZVPD) results for a cluster of 2 separate species, H4NO2P2 in total in a non-equilibrium geometry.

The HOMO-LUMO gap (spin up / spin down) comes out at 7.81 / 7.81 eV. The lowest unoccupied orbital energy (spin up / spin down) comes out at 2.882 / 2.882 eV. The HOMO energy (spin up / spin down) is -0.18109 / -0.18123 Ha. The energy above the lowest of the compared OMol25 structures with the same formula, charge and spin comes out at 3.194 eV. The charge is -1.

Cartesian coordinates (Å):
N 0.44 1.41 -0.01
O -1.75 0.71 -1.24
O -1.40 0.09 1.30
P 0.02 -1.82 -0.42
P -0.87 0.33 -0.11
H 0.83 1.02 0.79
H -0.09 2.24 0.37
H 0.74 -1.87 0.92
H 2.07 -2.11 -1.59

No. 7
DFT (wB97M-V/def2-TZVPD) results for the molecule C10H15ClN4O in a non-equilibrium geometry.

The HOMO-LUMO gap comes out at 8.43 eV. The lowest unoccupied orbital energy comes out at 0.363 eV. The HOMO energy is -0.29634 Ha. The energy above the lowest of the compared OMol25 structures with the same formula, charge and spin comes out at 1.136 eV.

Cartesian coordinates (Å):
C 1.20 1.35 2.47
O 1.12 0.19 1.67
C -0.07 -0.04 1.15
N -1.17 0.43 1.77
C -2.57 0.16 1.25
C -3.50 0.35 2.46
Cl -2.91 1.26 -0.06
C -2.51 -1.27 0.81
C -1.45 -1.57 -0.24
C -0.24 -0.94 -0.05
N 0.76 -1.28 -0.91
C 1.63 -0.61 -1.69
N 2.62 -1.26 -2.13
C 3.32 -0.27 -2.97
C 2.47 1.02 -2.92
N 1.46 0.65 -2.00
H 0.41 1.55 3.18
H 2.27 1.15 2.94
H 1.08 2.24 1.86
H -3.68 -0.64 2.89
H -3.04 1.02 3.14
H -4.33 0.87 2.17
H -2.50 -2.05 1.61
H -3.51 -1.44 0.31
H -1.49 -2.25 -1.09
H 1.31 -2.08 -0.66
H 4.28 -0.08 -2.53
H 3.48 -0.66 -3.95
H 2.01 1.38 -3.87
H 3.08 1.87 -2.56
H 0.48 0.94 -2.04

No. 8
DFT (wB97M-V/def2-TZVPD) results for a structure of composition C10H16O3Si in a non-equilibrium geometry.

The HOMO-LUMO gap comes out at 8.92 eV. The lowest unoccupied orbital energy comes out at 0.866 eV. The HOMO energy is -0.29608 Ha. The energy above the lowest of the compared OMol25 structures with the same formula, charge and spin comes out at 0.548 eV.

Cartesian coordinates (Å):
C -2.90 -0.25 1.21
C -2.06 -1.24 0.83
C -2.90 0.94 -0.86
C -1.88 -0.16 -1.38
C 2.83 1.46 0.45
C 2.37 1.23 -1.02
C 1.94 0.86 1.53
C -2.47 0.96 0.64
C -1.15 -0.48 -0.06
C 1.57 -2.82 -0.49
O 1.82 -0.02 -1.29
O 1.51 -0.46 1.25
O -1.05 0.80 0.51
Si 1.15 -1.03 -0.20
H -3.74 -0.29 1.92
H -2.17 -2.29 1.11
H -2.63 1.98 -1.17
H -3.91 0.80 -0.92
H -2.38 -1.06 -1.58
H -1.20 0.02 -2.25
H 3.82 1.02 0.41
H 2.90 2.46 0.76
H 1.58 1.99 -1.27
H 3.21 1.50 -1.59
H 2.48 0.77 2.47
H 1.10 1.56 1.68
H -2.87 1.82 1.09
H 2.35 -3.03 -1.18
H 1.92 -3.54 0.36
H 0.79 -3.50 -0.98

No. 9
DFT (wB97M-V/def2-TZVPD) results for a cluster of 2 separate species, C10H21N2O2 in total in a non-equilibrium geometry.

The HOMO-LUMO gap (spin up / spin down) comes out at 5.92 / 4.84 eV. The lowest unoccupied orbital energy (spin up / spin down) comes out at -2.813 / -7.553 eV. The HOMO energy (spin up / spin down) is -0.32081 / -0.45536 Ha. Its multiplicity is 3. The energy above the lowest of the compared OMol25 structures with the same formula, charge and spin comes out at 0.730 eV. Its expectation value of S² is 2.02. The charge is +1.

Cartesian coordinates (Å):
C 2.59 -1.01 2.04
C 2.81 -0.71 0.71
C 1.79 -0.07 -0.10
C 4.02 -1.31 0.06
C 0.19 3.44 -0.36
C -1.92 -1.01 -1.93
C -1.31 -1.94 0.19
C -3.27 -0.56 0.02
C -0.41 2.05 -0.70
C -0.36 1.12 0.45
N 0.63 0.32 0.63
N -1.92 -0.84 -0.48
O 1.98 0.33 -1.22
O -1.31 1.19 1.39
H 3.30 -1.49 2.63
H 1.82 -0.63 2.73
H 4.05 -2.36 0.23
H 5.00 -0.86 0.31
H 3.98 -1.24 -1.05
H -0.28 4.11 0.31
H 0.28 3.97 -1.28
H 1.05 3.03 -0.04
H -2.81 -1.65 -2.14
H -2.07 0.04 -2.30
H -0.96 -1.39 -2.25
H -1.86 -2.88 0.06
H -0.35 -2.14 -0.25
H -1.21 -1.74 1.27
H -3.83 -1.53 -0.02
H -3.12 -0.26 1.09
H -3.75 0.28 -0.29
H -1.51 2.14 -0.98
H 0.26 1.77 -1.48
H 0.58 0.10 1.60
H -2.06 1.72 1.15

No. 10
DFT (wB97M-V/def2-TZVPD) results for a cluster of 2 separate species, C11H14OSi in total in a non-equilibrium geometry.

The HOMO-LUMO gap comes out at 7.38 eV. The lowest unoccupied orbital energy comes out at -0.282 eV. The HOMO energy is -0.28173 Ha. The energy above the lowest of the compared OMol25 structures with the same formula, charge and spin comes out at 3.723 eV.

Cartesian coordinates (Å):
C 1.09 -1.32 -2.88
O 1.55 -0.16 -2.19
Si 1.01 1.15 -1.35
C -0.65 1.62 -0.78
C -1.81 0.83 -0.38
C -2.81 1.69 -0.01
C -2.29 3.00 -0.05
C -1.01 2.98 -0.46
H 1.48 -1.27 -3.89
H -0.02 -1.34 -2.78
H 1.39 -2.24 -2.51
H 2.05 2.17 -1.44
H -1.99 -0.22 -0.66
H -3.89 1.49 0.29
H -2.82 3.97 0.29
H -0.41 3.76 -0.78
C 1.65 -2.30 1.28
C 0.36 -2.25 0.99
C -0.27 -1.16 1.86
C 1.01 -0.42 2.41
C 2.08 -1.17 2.11
H 2.23 -3.11 0.73
H -0.18 -3.03 0.54
H -0.86 -0.50 1.18
H -0.96 -1.52 2.72
H 0.95 0.28 3.26
H 3.10 -0.95 2.49

No. 11
DFT (wB97M-V/def2-TZVPD) results for a cluster of 2 separate species, C4H4ClF in total in a non-equilibrium geometry.

The HOMO-LUMO gap comes out at 10.42 eV. The lowest unoccupied orbital energy comes out at 0.789 eV. The HOMO energy is -0.35410 Ha. The energy above the lowest of the compared OMol25 structures with the same formula, charge and spin comes out at 3.061 eV.

Cartesian coordinates (Å):
C 0.11 0.69 -2.61
C -0.93 1.06 -1.84
Cl -1.87 0.08 -0.80
H 0.46 -0.30 -2.30
H 0.75 1.22 -3.29
H -1.28 2.09 -1.96
C -2.30 2.38 1.23
C -1.19 2.33 1.63
F -0.06 2.58 2.22
H -3.23 2.15 0.93

| no. | energy (Ha) |
| --- | --- |
| 1 | -687.93125 |
| 2 | -820.73337 |
| 3 | -1848.19641 |
| 4 | -1083.17458 |
| 5 | -934.29791 |
| 6 | -890.36260 |
| 7 | -1144.41975 |
| 8 | -905.80035 |
| 9 | -653.16468 |
| 10 | -792.13647 |
| 11 | -714.71540 |